Entry from the Open Molecules 2025 dataset: a 2-piece molecular cluster, C52H56F6N3 overall (wB97M-V/def2-TZVPD).

Last column: Mulliken charge in e.
Geometry (Å):
F: -1.733 -3.695 -4.206  -0.2736
F: 2.151 -4.811 0.739  -0.2740
F: -2.954 -2.502 -2.811  -0.2157
F: 0.087 -5.561 0.589  -0.2480
F: 1.528 -5.923 -1.047  -0.2580
F: -1.655 -1.498 -4.283  -0.2566
N: 2.811 1.746 -0.931  -1.3056
N: 2.434 1.661 0.375  1.5277
N: 2.242 0.672 -1.544  1.8949
C: 4.227 3.046 1.312  0.9369
C: -4.613 -1.775 0.632  -0.2474
C: 6.217 1.487 1.393  -1.4477
C: -0.024 -1.367 -2.097  -0.5133
C: 2.861 2.689 1.276  -0.6898
C: -6.837 -0.245 -1.924  -0.6968
C: -6.793 -0.560 0.855  -0.5369
C: 0.880 -1.310 -1.017  -0.1612
C: -5.810 -0.956 -1.340  -0.6495
C: 5.034 -0.878 -1.813  -0.8607
C: 5.318 2.347 0.503  1.4602
C: 1.915 3.431 2.018  0.7582
C: 1.949 1.380 -3.877  1.0142
C: 1.533 -0.084 -0.635  -1.0050
C: -0.273 -3.759 -1.793  -1.1325
C: -5.736 -1.113 0.068  0.8787
C: 2.364 4.427 2.893  -0.6039
C: 3.173 -0.953 -4.803  -0.7088
C: 3.869 -1.625 -2.464  2.3629
C: -0.050 4.111 0.605  -1.3095
C: 2.432 0.430 -2.962  -0.8196
C: 1.628 0.516 0.601  1.7105
C: 2.048 1.121 -5.248  -0.4159
C: -2.703 -4.207 5.886  -0.6363
C: 0.984 0.072 1.769  -2.4311
C: 3.715 4.753 2.962  -1.3494
C: 4.317 -2.949 -3.090  -2.1838
C: 0.674 -3.713 -0.782  -0.2052
C: -3.745 -4.056 8.161  -1.3706
C: -3.430 -2.527 2.639  -0.3679
C: 1.988 3.905 -3.998  -1.5207
C: 1.184 -2.509 -0.328  0.1910
C: 3.116 -0.717 -3.428  0.2286
C: 4.634 4.078 2.161  -0.4704
C: -4.672 -2.830 6.179  -0.7415
C: -0.621 -2.571 -2.421  0.0530
C: -2.593 -3.783 4.569  -0.6126
C: -1.722 -2.571 -3.435  0.5731
C: -3.525 -2.877 4.017  0.8281
C: -0.394 3.545 3.045  -1.9719
C: -0.212 2.658 -3.819  -1.3262
C: -7.815 0.156 0.256  -0.9481
C: -7.840 0.335 -1.136  1.0945
C: 6.105 3.329 -0.366  -1.5736
C: -4.581 -2.407 4.858  -0.6615
C: 0.426 3.263 1.788  1.6987
C: 1.112 -4.995 -0.128  0.6091
C: -4.570 -2.126 1.965  -0.5760
C: 1.267 2.676 -3.443  2.2977
C: -8.915 1.139 -1.777  -1.3661
C: -3.706 -3.689 6.716  1.0032
C: 2.619 -0.058 -5.716  -1.7619
H: 3.157 -1.886 -1.670  -0.8723
H: 0.016 2.984 3.893  0.4085
H: -0.727 3.526 -3.391  0.4059
H: 6.801 2.108 2.086  0.3552
H: 6.904 0.884 0.785  0.3830
H: 1.504 4.820 -3.635  0.4303
H: -4.581 -3.558 8.653  0.3632
H: 5.691 4.359 2.183  0.3271
H: -1.994 -4.933 6.287  0.4002
H: -5.027 -1.420 -1.940  0.5261
H: -8.489 1.984 -2.329  0.3371
H: 0.076 5.179 0.825  0.3196
H: -0.338 2.669 -4.909  0.3091
H: -2.508 -2.732 2.095  0.4562
H: -6.873 -0.133 -3.009  0.4126
H: 4.797 1.683 -0.184  -0.7586
H: 3.468 -3.468 -3.552  0.4800
H: 5.091 -2.782 -3.851  0.4648
H: 6.645 4.067 0.239  0.3250
H: -0.271 -0.462 -2.645  0.5717
H: 5.415 3.868 -1.026  0.3621
H: 1.637 4.981 3.493  0.2232
H: 1.119 0.603 2.705  0.3134
H: -5.486 -2.480 6.816  0.3198
H: 0.527 3.889 -0.301  0.1536
H: 1.852 -2.470 0.531  0.7409
H: 6.820 2.787 -0.998  0.4094
H: 3.029 3.911 -3.655  0.3498
H: 2.661 -0.267 -6.788  0.3807
H: -2.821 -3.748 8.657  0.3381
H: 1.354 2.716 -2.355  -1.2015
H: 5.493 -1.481 -1.019  0.3824
H: -0.732 -4.698 -2.091  0.5814
H: 5.603 0.799 1.986  0.3633
H: -5.517 -2.114 2.513  0.4697
H: 0.449 -0.867 1.674  0.4761
H: 1.987 3.904 -5.094  0.3034
H: -0.388 4.613 3.289  0.3624
H: -8.614 0.589 0.859  0.3241
H: 4.047 5.556 3.631  0.3583
H: 0.261 2.214 1.543  -0.1341
H: -1.108 3.913 0.390  0.3737
H: -0.700 1.755 -3.434  0.2915
H: -1.433 3.225 2.901  0.4424
H: 3.678 -1.846 -5.178  0.4237
H: -9.478 0.538 -2.499  0.3374
H: 4.728 -3.613 -2.318  0.3925
H: -3.839 -5.136 8.300  0.3397
H: 5.787 -0.618 -2.572  0.3303
H: -5.330 -1.719 4.465  0.4329
H: -1.813 -4.172 3.907  0.4591
H: -6.793 -0.689 1.939  0.3710
H: -3.778 -2.033 -0.024  0.3682
H: 1.644 1.857 -5.953  0.3565
H: 4.683 0.060 -1.368  -0.2200
H: -9.610 1.517 -1.026  0.3629

Values from the calculation:
HOMO-LUMO gap, eV: 2.92
HOMO, eV: -8.2
DFT total energy, hartree: -2778.28862
Total charge: +1
Molar mass, g mol⁻¹: 837.0


Entry from the Open Molecules 2025 dataset: one molecule with the formula C15H28N2O2 (wB97M-V/def2-TZVPD).

Last column: natural (NBO) charge in e.
Geometry (Å):
O: 0.888 -1.385 5.211  -0.5227
O: -2.540 0.461 -0.879  -0.6271
N: -1.275 -1.100 3.426  -0.4475
N: -1.086 0.804 0.807  -0.6254
C: -0.190 0.671 -1.421  -0.5103
C: -0.602 0.430 -2.871  -0.3713
C: 1.145 1.926 -3.975  -0.4006
C: 3.264 0.955 -4.900  -0.3954
C: 2.663 -0.444 -4.794  -0.3924
C: -2.084 0.748 1.850  -0.2573
C: -1.253 -0.371 4.678  -0.2517
C: 0.868 -2.061 3.976  -0.0715
C: 0.075 -1.270 2.932  -0.2465
C: 0.530 0.528 -3.899  -0.2132
C: -0.422 -1.173 5.683  -0.0706
C: -2.256 -0.660 2.462  -0.2114
C: -1.401 0.622 -0.500  0.6845
C: 2.167 1.995 -5.107  -0.3924
C: 1.638 -0.500 -3.664  -0.4007
H: 1.910 -2.175 3.672  0.1908
H: 2.606 2.994 -5.153  0.2052
H: 3.810 1.184 -3.981  0.1905
H: -3.228 -0.696 2.961  0.1995
H: 0.524 -0.087 -1.091  0.2164
H: 0.047 -1.821 1.990  0.2089
H: -1.378 1.154 -3.127  0.2165
H: -2.269 -1.386 1.644  0.2056
H: -3.030 1.030 1.382  0.2367
H: 0.081 0.312 -4.877  0.1977
H: 2.145 -0.289 -2.719  0.1890
H: 1.208 -1.502 -3.601  0.2062
H: 3.975 0.993 -5.728  0.2068
H: -0.118 0.881 1.073  0.3922
H: -1.057 -0.561 -2.936  0.2110
H: 0.409 -3.053 4.099  0.1677
H: -2.274 -0.263 5.048  0.2066
H: 2.175 -0.700 -5.738  0.1933
H: -0.324 -0.633 6.626  0.1919
H: 0.589 -0.304 2.774  0.1498
H: 3.453 -1.176 -4.617  0.2049
H: 1.647 2.164 -3.035  0.1889
H: -0.803 0.633 4.573  0.1631
H: 1.666 1.807 -6.060  0.1933
H: 0.360 2.668 -4.137  0.2075
H: -1.837 1.476 2.626  0.1958
H: 0.276 1.652 -1.312  0.2211
H: -0.915 -2.140 5.861  0.1664

Values from the calculation:
HOMO-LUMO gap, eV: 9.16
Energy relative to the best compared isomer or geometry (same formula, charge and spin), kcal/mol: 5.3
HOMO, eV: -8.5
DFT total energy, hartree: -848.36229
Molar mass, g mol⁻¹: 268.4


Entry from the Open Molecules 2025 dataset: a 2-piece molecular cluster, C13H24N2O4 overall (wB97M-V/def2-TZVPD).

Last column: natural (NBO) charge in e.
Geometry (Å):
O: -2.623 2.113 1.962  -0.4868
O: -5.315 4.444 0.863  -0.7111
O: -6.467 3.482 2.622  -0.6588
O: 0.464 2.781 -0.151  -0.7148
N: -5.153 1.966 1.355  -0.3789
N: -5.320 -0.204 0.689  -0.5054
C: 0.288 1.166 1.794  -0.6615
C: -6.101 0.999 0.845  0.2370
C: -3.938 -0.023 1.090  -0.1381
C: 2.842 -2.822 -1.902  -0.3978
C: 1.682 -1.837 -1.749  -0.3997
C: -3.801 1.459 1.526  0.4965
C: 3.932 -2.716 -0.832  -0.3976
C: 5.325 -0.912 -1.972  -0.6101
C: 0.898 -2.028 -0.457  -0.6081
C: -5.651 3.351 1.634  0.8013
C: -0.235 2.552 1.110  0.0893
C: -1.801 2.268 0.737  -0.0992
C: 4.593 -1.342 -0.708  -0.3981
H: 0.064 -1.322 -0.415  0.1927
H: 3.852 -0.583 -0.437  0.1903
H: -7.207 1.108 0.590  0.2873
H: 6.104 -1.633 -2.235  0.2029
H: 5.314 -1.376 0.117  0.2041
H: 0.487 -3.041 -0.397  0.2038
H: -2.259 3.125 0.127  0.2280
H: 1.522 -1.856 0.423  0.2054
H: 2.444 -3.843 -1.891  0.2010
H: 3.516 -2.994 0.143  0.1982
H: 5.803 0.059 -1.818  0.2122
H: -1.787 1.317 0.091  0.1681
H: 4.645 -0.814 -2.821  0.1995
H: -0.340 0.261 1.466  0.1950
H: 4.705 -3.463 -1.050  0.2035
H: 2.043 -0.805 -1.810  0.1927
H: 0.425 1.966 -0.708  0.4671
H: 0.998 -1.972 -2.594  0.2019
H: 0.126 1.280 2.927  0.2328
H: 1.375 0.986 1.491  0.2313
H: -0.144 3.454 1.805  0.2119
H: -3.041 -0.721 1.089  0.2610
H: 3.288 -2.687 -2.893  0.2033
H: -5.552 -1.143 0.342  0.4479

Values from the calculation:
HOMO-LUMO gap, eV: 7.89
Energy relative to the best compared isomer or geometry (same formula, charge and spin), kcal/mol: 153.9
HOMO, eV: -8.3
DFT total energy, hartree: -920.03176
Molar mass, g mol⁻¹: 272.3


Entry from the Open Molecules 2025 dataset: a 3-piece molecular cluster, C5H15B2Cl4O3 overall (wB97M-V/def2-TZVPD).

Last column: natural (NBO) charge in e.
Geometry (Å):
Cl: -0.209 2.497 2.709  -0.0640
Cl: 0.290 2.946 -0.648  -0.0440
Cl: -2.925 1.212 -2.138  -0.1182
Cl: -0.539 -0.243 -4.042  -0.1128
O: -0.433 -2.503 1.414  -0.9541
O: 2.339 -2.221 2.071  -0.9607
O: 0.105 -0.402 0.503  -0.9599
C: -2.034 -0.314 -1.765  -0.3676
C: -0.940 3.743 1.660  -0.3814
C: -1.207 3.249 0.260  -0.3954
C: -0.608 -0.275 -2.245  -0.3924
C: 1.435 -2.424 -0.385  -1.0822
B: 2.790 -2.149 0.603  0.2011
B: 0.358 -1.788 0.508  1.1421
H: -2.060 -0.452 -0.686  0.2500
H: -2.585 -1.111 -2.259  0.2137
H: -0.063 0.584 -1.872  0.2475
H: -1.883 4.030 2.124  0.2147
H: 1.568 -1.979 -1.378  0.2162
H: 0.113 -3.176 1.836  0.5036
H: -1.771 4.006 -0.284  0.2184
H: 2.179 -1.319 2.359  0.4486
H: 3.615 -3.041 0.416  -0.1156
H: 0.025 -0.058 1.398  0.4874
H: 3.278 -1.045 0.349  -0.1230
H: -0.090 -1.175 -1.916  0.2634
H: -0.262 4.593 1.653  0.2174
H: -1.776 2.322 0.266  0.2366
H: 1.291 -3.506 -0.511  0.2109

Values from the calculation:
HOMO-LUMO gap, eV: 7.01
HOMO, eV: -4.5
DFT total energy, hartree: -2315.88550
Total charge: -1
Molar mass, g mol⁻¹: 286.6


Entry from the Open Molecules 2025 dataset: one molecule with the formula C3H7NOS (wB97M-V/def2-TZVPD).

Last column: Mulliken spin population.
Geometry (Å):
S: 1.302 1.126 -0.550  -0.0640
O: 2.440 -1.049 0.331  0.5348
N: 2.063 0.024 0.735  0.7288
C: -0.287 -1.036 -0.984  -0.0252
C: -1.056 0.661 0.756  -0.0432
C: -0.231 0.379 -0.462  0.7303
H: 0.374 -1.622 -0.382  0.0439
H: -0.649 1.026 1.645  0.0198
H: -0.091 -1.188 -2.006  0.0067
H: -1.897 1.323 0.443  0.0406
H: 0.993 2.048 0.421  0.0065
H: -1.383 -1.337 -0.950  0.0103
H: -1.578 -0.353 1.002  0.0106

Values from the calculation:
HOMO-LUMO gap (alpha / beta), eV: 7.66 / 8.30
Energy relative to the best compared isomer or geometry (same formula, charge and spin), kcal/mol: 48.9
HOMO (alpha / beta), eV: -7.1 / -8.7
Multiplicity: 3
<S²>: 2.04
DFT total energy, hartree: -646.47865
Molar mass, g mol⁻¹: 105.2


Entry from the Open Molecules 2025 dataset: C5H3N as an isolated structure (wB97M-V/def2-TZVPD).

Last column: natural (NBO) charge in e.
Geometry (Å):
N: 0.763 1.013 0.067  -0.3337
C: -2.940 0.668 -0.055  -0.0980
C: -0.581 -0.244 -0.121  -0.0100
C: 3.081 0.174 -0.038  -0.2105
C: 1.863 0.491 0.000  0.1246
C: -1.782 0.237 0.043  -0.1489
H: -3.971 0.747 -0.231  0.2325
H: 3.973 -0.304 -0.349  0.2306
H: -0.331 -1.267 0.131  0.2133

Values from the calculation:
HOMO-LUMO gap (alpha / beta), eV: 7.45 / 8.14
Energy relative to the best compared isomer or geometry (same formula, charge and spin), kcal/mol: 124.4
HOMO (alpha / beta), eV: -8.6 / -9.2
DFT total energy, hartree: -246.78386
Molar mass, g mol⁻¹: 77.1


- Look up the DFT total energy of the first one.
  -2778.28862 hartree


- Which of these has the lowest molar mass?
  C5H3N